*a*
Computed, not measured: the molecule C3H5N3O3, with the ωB97M-V functional and the def2-TZVPD basis.

```
! RIJCOSX wB97M-V def2-TZVPD def2/J DEFGRID3
* xyz 0 1
C 0.105 -0.292 0.064
C -0.294 1.799 -0.247
C -0.983 1.351 1.124
N 0.569 0.683 -0.592
N 0.473 -1.642 0.009
N 1.250 -2.276 -0.991
O 1.662 -1.664 -1.917
O 1.438 -3.420 -0.729
O -0.762 -0.089 1.100
H -1.157 1.978 -1.092
H 0.322 2.646 -0.058
H -0.533 1.796 1.899
H -2.033 1.484 0.953
H -0.056 -2.354 0.478
*
```

Computed properties:
E_HOMO = -9.78 eV
structure (SMILES) = O=[N+]([O-])NC1=NCCO1
Kohn-Sham gap = 10.23 eV



*b*
Computed, not measured: the molecule C3H5N3O3, with the ωB97M-V functional and the def2-TZVPD basis.

```
! RIJCOSX wB97M-V def2-TZVPD def2/J DEFGRID3
* xyz 0 1
C -0.526 0.337 -0.008
C 1.403 -0.827 -0.140
C -1.958 0.550 0.043
N 0.426 1.230 0.126
N 0.030 -0.901 -0.070
N 1.558 0.506 0.037
O 2.138 -1.774 -0.279
O -0.616 -2.076 -0.367
O 2.663 1.321 -0.018
H -2.130 1.305 0.841
H -2.437 -0.375 0.280
H -2.398 1.187 -0.863
H -0.406 -2.767 0.338
H 2.252 2.284 0.078
*
```

Computed properties:
E_HOMO = -8.57 eV
structure (SMILES) = Cc1nn(O)c(=O)n1O
Kohn-Sham gap = 9.04 eV



*b* has the most favorable energy; the next structure is 0.440 eV above.



*a*
Computed, not measured: the ion C3H6IN2 with charge +1, with the ωB97M-V functional and the def2-TZVPD basis.

```
! RIJCOSX wB97M-V def2-TZVPD def2/J DEFGRID3
* xyz 1 1
C -1.026 0.478 -0.499
C 1.102 0.331 0.353
C 0.456 -1.077 0.231
N 0.067 1.214 -0.332
N -0.923 -0.743 -0.089
I -3.016 1.337 -1.317
H 1.266 0.777 1.440
H 2.038 0.195 -0.078
H 0.915 -1.520 -0.619
H 0.533 -1.758 1.187
H 0.164 2.168 -0.329
H -1.577 -1.403 0.051
*
```

Computed properties:
E_HOMO = -14.48 eV
structure (SMILES) = IC1=[NH+]CCN1
Kohn-Sham gap = 9.34 eV



*b*
Computed, not measured: the ion C3H6IN2 with charge +1, with the ωB97M-V functional and the def2-TZVPD basis.

```
! RIJCOSX wB97M-V def2-TZVPD def2/J DEFGRID3
* xyz 1 1
C 0.685 -0.800 -0.513
C -1.487 0.823 -0.065
C 1.736 -1.383 0.355
N -0.007 0.096 0.012
N -1.483 2.113 0.004
I -3.128 -0.404 -0.043
H 0.615 -1.135 -1.549
H 2.706 -0.927 0.155
H 1.492 -1.214 1.403
H 1.827 -2.448 0.154
H -0.614 2.636 -0.031
H -2.342 2.643 0.119
*
```

Computed properties:
E_HOMO = -13.98 eV
structure (SMILES) = C/C=N/C(=[NH2+])I
Kohn-Sham gap = 9.17 eV



*a* has the most favorable energy; the next structure is 1.213 eV above.



*a*
Computed, not measured: a cluster of 2 separate species, C8H8O in total, with the ωB97M-V functional and the def2-TZVPD basis.

```
! RIJCOSX wB97M-V def2-TZVPD def2/J DEFGRID3
* xyz 0 1
C -3.359 -0.173 0.084
C -1.861 0.204 -0.032
C -0.867 -0.729 -0.190
C 0.617 -0.617 -0.193
C 1.561 0.341 -0.225
C 1.643 1.918 0.058
C 2.820 -0.286 -0.184
C 3.919 -0.894 0.041
H -4.028 0.614 0.756
H -3.548 0.077 -1.057
H -3.287 -1.399 0.584
H -1.733 1.234 0.230
H -0.957 -1.825 -0.519
H 1.017 -1.730 -0.282
H 2.717 2.395 0.152
H 4.906 -1.512 0.934
O 0.441 2.380 -0.158
*
```

Computed properties:
E_HOMO = -8.32 eV
Kohn-Sham gap = 7.59 eV



*b*
Computed, not measured: a structure of composition C8H8O, with the ωB97M-V functional and the def2-TZVPD basis.

```
! RIJCOSX wB97M-V def2-TZVPD def2/J DEFGRID3
* xyz 0 1
C -0.879 2.665 -0.836
C -0.250 1.237 -0.566
C -0.237 0.920 0.713
C 0.130 -0.347 1.215
C 1.095 -0.455 2.118
C -0.452 -1.495 0.591
C 0.040 0.266 -1.522
C 0.362 -0.506 -2.380
H 0.127 3.444 -1.074
H -1.534 3.004 0.137
H -1.528 2.588 -1.888
H -0.350 1.685 1.622
H 1.662 -1.403 2.450
H 1.706 0.250 2.676
H -1.794 -1.562 0.251
H 0.891 -1.033 -3.331
O 0.246 -2.586 0.395
*
```

Computed properties:
E_HOMO = -8.90 eV
Kohn-Sham gap = 8.62 eV



*b* has the most favorable energy; the next structure is 2.015 eV above.



*a*
Computed, not measured: the molecule CH3N3O, with the ωB97M-V functional and the def2-TZVPD basis.

```
! RIJCOSX wB97M-V def2-TZVPD def2/J DEFGRID3
* xyz 0 1
C 0.878 -0.048 0.098
N -0.238 0.595 0.024
N 2.263 0.817 -0.053
N -2.467 0.324 -0.093
O -1.293 -0.229 -0.006
H 0.996 -1.124 0.155
H 2.999 0.115 0.018
H -3.137 -0.449 -0.144
*
```

Computed properties:
E_HOMO (spin up / spin down) = -9.21 / -10.63 eV
Kohn-Sham gap (spin up / spin down) = 7.79 / 10.43 eV



*b*
Computed, not measured: a structure of composition CH3N3O, with the ωB97M-V functional and the def2-TZVPD basis.

```
! RIJCOSX wB97M-V def2-TZVPD def2/J DEFGRID3
* xyz 0 1
C 0.802 0.805 -0.520
N -0.484 0.522 -0.838
N 1.138 0.967 0.648
N -2.406 0.602 0.222
O -1.148 0.731 0.300
H 1.678 0.839 -1.552
H 2.091 1.090 1.072
H -2.761 0.736 1.175
*
```

Computed properties:
E_HOMO (spin up / spin down) = -9.78 / -9.56 eV
Kohn-Sham gap (spin up / spin down) = 9.41 / 8.27 eV



*b* has the most favorable energy; the next structure is 0.449 eV above.



*a*
Computed, not measured: a cluster of 3 separate species, C2H4O4S in total, with the ωB97M-V functional and the def2-TZVPD basis.

```
! RIJCOSX wB97M-V def2-TZVPD def2/J DEFGRID3
* xyz 0 1
C -1.594 1.428 0.218
C -1.339 0.278 -0.374
O 1.564 -0.531 -2.788
O 1.567 -1.959 -0.803
O 1.179 -0.172 1.633
O -1.297 -0.644 -1.112
S 0.851 -1.478 -1.936
H -1.320 2.282 -0.390
H -2.034 1.548 1.292
H 0.420 -0.327 2.222
H 2.002 -0.427 2.038
*
```

Computed properties:
E_HOMO = -9.72 eV
Kohn-Sham gap = 9.50 eV



*b*
Computed, not measured: a cluster of 2 separate species, C2H4O4S in total, with the ωB97M-V functional and the def2-TZVPD basis.

```
! RIJCOSX wB97M-V def2-TZVPD def2/J DEFGRID3
* xyz 0 1
C 0.161 -0.345 1.088
C 2.396 1.350 -0.224
O -1.113 0.124 0.666
O -1.215 2.123 -0.863
O 1.550 1.842 -0.791
O 3.248 0.812 0.379
S -1.481 1.640 0.664
H 1.108 -0.024 0.626
H 0.168 0.021 2.059
H 0.181 -1.414 1.072
H -0.271 2.045 -1.110
*
```

Computed properties:
E_HOMO = -8.31 eV
structure (SMILES) = O=C=O.COSO
Kohn-Sham gap = 8.62 eV



*b* has the most favorable energy; the next structure is 0.930 eV above.



*a*
Computed, not measured: the ion C5H4IN2O2 with charge -1, with the ωB97M-V functional and the def2-TZVPD basis.

```
! RIJCOSX wB97M-V def2-TZVPD def2/J DEFGRID3
* xyz -1 1
C -1.709 0.138 0.061
C -1.515 -1.479 0.009
C 0.557 0.534 -0.069
C 0.962 -0.837 0.026
C 1.482 1.725 0.035
N -0.719 0.932 -0.062
N -0.206 -1.709 -0.024
O -2.419 -2.289 -0.016
O 2.092 -1.379 -0.041
I -3.631 0.902 -0.077
H 1.331 2.103 1.065
H 1.203 2.523 -0.613
H 2.601 1.549 -0.220
H -0.029 -2.712 -0.076
*
```

Computed properties:
E_HOMO = -3.29 eV
structure (SMILES) = Cc1nc(I)c(=O)[nH]c1[O-]
Kohn-Sham gap = 6.21 eV



*b*
Computed, not measured: the ion C5H4IN2O2 with charge -1, with the ωB97M-V functional and the def2-TZVPD basis.

```
! RIJCOSX wB97M-V def2-TZVPD def2/J DEFGRID3
* xyz -1 1
C 0.423 1.485 0.344
C 0.927 -0.526 -0.046
C -0.425 -0.468 0.004
C -2.236 1.728 -0.052
C 1.740 -1.800 -0.191
N 1.417 0.694 0.144
N -0.809 0.863 0.296
O -2.119 2.860 0.245
O -3.070 0.951 -0.531
I -1.984 -1.975 -0.076
H 0.529 2.518 0.318
H 2.805 -1.693 -0.063
H 1.426 -2.290 0.683
H 1.377 -2.346 -1.076
*
```

Computed properties:
E_HOMO = -4.61 eV
structure (SMILES) = Cc1ncn(C(=O)[O-])c1I
Kohn-Sham gap = 7.46 eV



*b* has the most favorable energy; the next structure is 0.238 eV above.